Record 1
{"formula": "C25H46BNP2Yb", "method": "wB97M-V/def2-TZVPD", "elements": ["Yb", "C", "C", "C", "C", "C", "C", "H", "H", "H", "C", "H", "H", "H", "C", "H", "H", "H", "C", "H", "H", "H", "C", "H", "H", "H", "C", "C", "C", "C", "C", "C", "C", "C", "H", "H", "H", "H", "H", "H", "H", "H", "H", "H", "H", "H", "P", "P", "C", "C", "H", "H", "H", "H", "C", "H", "H", "H", "C", "H", "H", "H", "C", "H", "H", "H", "C", "H", "H", "H", "B", "C", "N", "H", "H", "H"], "xyz": [[-1.389, 0.872, 0.631], [0.641, 0.193, 2.617], [1.599, 0.609, 1.657], [-0.024, 2.242, 1.792], [-0.349, 1.186, 2.716], [1.153, 1.822, 1.095], [0.603, -1.147, 3.261], [1.327, -1.832, 2.794], [-0.385, -1.627, 3.167], [0.850, -1.143, 4.337], [-1.670, 1.068, 3.359], [-1.605, 0.404, 4.225], [-2.470, 0.607, 2.701], [-2.049, 2.045, 3.698], [-1.056, 3.242, 1.398], [-1.315, 3.843, 2.282], [-2.062, 2.856, 1.047], [-0.689, 3.903, 0.611], [1.816, 2.525, -0.043], [2.543, 3.279, 0.302], [1.111, 3.046, -0.701], [2.385, 1.833, -0.683], [2.785, -0.184, 1.205], [3.732, 0.170, 1.640], [2.927, -0.175, 0.111], [2.703, -1.240, 1.491], [-0.594, -2.668, -1.670], [0.441, -3.056, -0.915], [1.906, -2.921, -1.197], [2.249, -2.181, -2.509], [1.891, -0.735, -2.460], [0.756, -0.083, -2.753], [-0.583, -0.622, -3.167], [-0.646, -2.170, -3.082], [2.359, -3.928, -1.209], [1.837, -2.722, -3.368], [2.360, -2.371, -0.349], [0.150, -2.596, -3.703], [-1.590, -2.635, -1.199], [0.201, -3.455, 0.081], [-1.607, -2.504, -3.522], [-1.399, -0.203, -2.534], [0.750, 1.016, -2.637], [-0.840, -0.285, -4.208], [3.346, -2.230, -2.617], [2.757, -0.109, -2.185], [-1.156, -0.728, -6.897], [-0.896, 1.956, -8.286], [-1.197, -0.807, -8.794], [-1.574, 0.554, -9.370], [-1.927, -1.575, -9.096], [-0.201, -1.120, -9.144], [-1.197, 0.684, -10.399], [-2.667, 0.685, -9.364], [-1.686, 3.297, -9.258], [-1.308, 4.256, -8.907], [-2.761, 3.281, -9.078], [-1.502, 3.205, -10.330], [0.758, 2.006, -9.101], [0.670, 1.962, -10.188], [1.370, 1.176, -8.747], [1.248, 2.935, -8.808], [-2.659, -1.760, -6.633], [-2.736, -2.012, -5.568], [-2.619, -2.675, -7.241], [-3.538, -1.164, -6.917], [0.186, -1.982, -6.704], [1.112, -1.550, -7.106], [-0.056, -2.909, -7.240], [0.335, -2.188, -5.639], [-2.986, -3.201, 2.503], [-2.705, -2.011, 1.577], [-2.489, -1.093, 0.866], [-4.183, -3.438, 2.365], [-2.702, -2.855, 3.652], [-2.269, -4.121, 2.117]], "forces_ev_per_a": [[1.2, -2.7, -0.1], [-0.8, -0.3, -0.3], [-0.5, -0.1, -0.9], [0.0, -0.4, 0.2], [0.5, 0.3, -0.1], [-0.3, 0.2, -0.6], [0.1, -0.9, 0.5], [-0.3, 0.3, 0.2], [0.3, 0.2, 0.1], [-0.1, 0.2, -0.4], [-0.6, 0.4, 0.6], [-0.3, 0.0, -0.2], [0.1, 0.2, 0.4], [0.0, -0.4, -0.1], [1.0, 1.2, 0.7], [-0.3, 0.0, -0.5], [-0.1, 0.1, 0.1], [-0.2, 0.1, 0.0], [0.6, 0.4, -0.3], [-0.3, -0.2, 0.0], [0.0, 0.0, 0.1], [-0.3, 0.1, 0.3], [0.5, -0.2, -0.1], [-0.3, 0.1, 0.0], [-0.2, 0.2, 0.4], [-0.1, 0.3, 0.0], [-0.4, 0.1, 0.6], [-0.5, 0.4, 0.4], [0.1, -0.3, -0.3], [0.7, -0.8, 0.2], [0.0, 1.1, -0.3], [0.0, 0.6, 0.6], [-0.1, -0.7, -0.6], [-0.4, 0.3, -0.6], [0.0, 0.4, 0.0], [0.3, 0.2, 0.3], [-0.2, -0.4, -0.4], [-0.6, 0.2, 0.2], [0.5, -0.5, -0.1], [0.1, 0.3, -0.3], [0.5, 0.1, 0.2], [0.2, 0.0, -0.1], [0.3, -0.5, -0.2], [0.3, -0.2, 0.8], [-0.4, 0.0, -0.1], [-0.5, -0.1, -0.1], [0.1, -0.9, -0.8], [-0.2, 0.0, -1.4], [0.0, 0.1, 0.4], [0.0, 0.5, 0.5], [0.4, 0.1, 0.1], [-0.3, 0.1, 0.1], [-0.3, 0.0, 0.3], [0.2, -0.1, -0.1], [0.0, 0.2, 0.1], [0.0, 0.1, -0.1], [0.0, 0.0, 0.0], [0.0, 0.0, 0.0], [0.1, 0.1, 0.4], [0.0, 0.0, 0.0], [0.1, 0.0, 0.0], [0.2, 0.0, -0.1], [0.0, -0.1, 0.2], [-0.2, -0.1, -0.2], [-0.1, 0.2, 0.3], [0.2, -0.2, 0.1], [-0.1, -0.1, 0.2], [-0.2, -0.2, 0.1], [0.2, 0.1, 0.2], [0.1, -0.1, -0.3], [-0.1, -0.5, 0.3], [0.3, 1.1, -0.9], [0.2, -0.1, 0.6], [0.4, 0.1, 0.1], [-0.1, 0.0, -0.5], [-0.2, 0.3, 0.1]], "mulliken_charge": [1.008, 0.281, 0.782, 0.687, 0.342, 0.203, -1.324, 0.308, 0.162, 0.311, -0.739, 0.378, 0.157, 0.343, -1.310, 0.399, 0.272, 0.412, -1.427, 0.310, 0.294, 0.248, -1.370, 0.378, 0.182, 0.323, -0.314, -1.070, -0.174, -1.180, -0.347, -0.542, 0.463, -0.151, 0.510, 0.249, -0.118, -0.143, 0.513, 0.472, 0.192, 0.068, 0.615, -0.296, 0.486, 0.566, 0.506, 0.154, -0.870, -0.963, 0.426, 0.427, 0.530, 0.408, -1.143, 0.384, 0.354, 0.316, -1.126, 0.358, 0.275, 0.392, -1.189, 0.261, 0.364, 0.344, -0.310, 0.350, 0.427, -0.457, 0.104, 0.225, -0.723, -0.062, -0.095, -0.075], "total_charge": 1, "s_squared": 0.752, "gap_ev": [4.570, 3.870], "relative_energy_ev": 0.000, "multiplicity": 2}

---

Record 2
{"formula": "C25H46ClF2IN3O8S3", "method": "wB97M-V/def2-TZVPD", "elements": ["C", "C", "O", "C", "C", "N", "N", "C", "O", "F", "C", "O", "F", "C", "C", "N", "C", "C", "O", "Cl", "C", "I", "C", "C", "C", "C", "S", "C", "C", "C", "C", "O", "C", "O", "C", "H", "H", "H", "H", "H", "H", "H", "H", "H", "H", "H", "H", "H", "H", "H", "H", "H", "H", "H", "H", "H", "H", "H", "H", "H", "H", "H", "H", "H", "H", "H", "H", "H", "H", "C", "S", "O", "C", "H", "H", "H", "H", "H", "H", "C", "S", "O", "C", "H", "H", "H", "H", "H", "H"], "xyz": [[-1.096, 3.348, 4.204], [-2.368, 3.504, 3.377], [-2.116, 3.640, 1.992], [-1.975, 2.394, 1.338], [-2.017, 2.780, -0.124], [-2.602, 1.773, -1.148], [-3.958, 2.263, -1.340], [-4.640, 1.817, -2.541], [-4.800, 2.542, -3.482], [-5.094, 0.582, -2.557], [-4.822, 2.118, -0.183], [-5.095, 3.032, 0.546], [-5.348, 0.922, -0.001], [-1.820, 2.039, -2.397], [-0.472, 1.345, -2.501], [0.608, 1.890, -1.762], [-0.150, 1.473, -4.075], [1.270, 1.849, -4.367], [2.179, 1.139, -4.625], [1.551, 3.634, -4.365], [-0.701, -0.169, -2.254], [0.943, -1.406, -2.837], [-1.275, -0.447, -0.840], [-0.340, -0.186, 0.344], [0.826, -1.136, 0.592], [1.406, -1.064, 2.027], [1.137, 0.494, 2.911], [-1.743, -1.926, -0.868], [-2.690, -2.378, 0.242], [-2.025, -2.753, 1.593], [-2.426, -4.152, 2.041], [-3.559, -4.086, 2.916], [-3.590, -5.211, 3.689], [-3.344, -5.189, 4.854], [-2.581, 0.359, -0.703], [-1.402, 3.188, 5.227], [-0.567, 4.282, 4.128], [-0.501, 2.532, 3.824], [-2.810, 4.441, 3.681], [-3.104, 2.736, 3.605], [-2.803, 1.771, 1.676], [-1.057, 1.935, 1.684], [-1.032, 3.092, -0.423], [-2.598, 3.684, -0.179], [-2.358, 1.698, -3.271], [-1.723, 3.102, -2.544], [1.424, 1.313, -1.657], [0.809, 2.866, -1.888], [-0.753, 2.285, -4.472], [-0.469, 0.604, -4.626], [-1.496, -0.426, -2.941], [0.077, 0.804, 0.341], [-0.962, -0.216, 1.236], [0.625, -2.177, 0.387], [1.638, -0.850, -0.060], [2.459, -1.224, 1.924], [1.061, -1.901, 2.607], [1.929, 1.364, 2.259], [-0.912, -2.609, -0.926], [-2.279, -2.031, -1.808], [-3.517, -1.711, 0.457], [-3.159, -3.284, -0.113], [-2.412, -2.104, 2.365], [-0.950, -2.765, 1.546], [-1.587, -4.543, 2.613], [-2.559, -4.835, 1.206], [-3.870, -6.151, 3.205], [-2.902, 0.233, 0.315], [-3.312, -0.199, -1.272], [5.229, -5.178, 1.430], [4.970, -3.434, 1.763], [3.518, -3.161, 1.551], [5.842, -2.831, 0.313], [4.723, -5.746, 2.206], [4.812, -5.432, 0.456], [6.296, -5.396, 1.456], [5.385, -3.240, -0.588], [6.890, -3.122, 0.375], [5.768, -1.746, 0.304], [4.944, 0.687, -1.246], [4.654, 2.415, -0.856], [3.200, 2.662, -1.077], [5.518, 3.083, -2.279], [4.440, 0.085, -0.491], [4.538, 0.457, -2.232], [6.015, 0.485, -1.219], [5.073, 2.693, -3.195], [6.572, 2.813, -2.221], [5.417, 4.166, -2.255]], "forces_ev_per_a": [[-0.9, 0.0, -0.7], [0.4, 0.6, 0.8], [-0.2, -0.1, -0.4], [-0.4, 0.6, 1.0], [0.5, 0.1, 0.6], [0.7, 1.4, 1.1], [-1.2, -0.9, -0.3], [0.0, 1.9, -2.6], [0.4, -1.1, 1.7], [0.1, -0.4, 0.5], [-0.6, 2.6, 2.2], [0.8, -1.7, -1.6], [0.2, -0.3, -0.3], [0.1, -0.3, -0.7], [1.6, -1.1, -2.0], [-1.1, 0.1, 1.4], [-1.0, 0.9, 0.3], [0.7, 0.0, -0.3], [-0.2, 0.1, 0.1], [-0.2, -0.2, 0.1], [-0.3, 1.0, 1.0], [-0.1, 0.0, 0.0], [0.9, -0.5, -0.5], [-0.2, -0.6, 0.5], [0.5, 0.5, 0.3], [0.0, 0.6, -1.2], [-0.3, 0.0, 0.7], [-1.0, 0.6, 0.2], [0.6, -0.4, 0.6], [-1.2, -0.6, -0.6], [0.9, 0.2, 0.4], [0.0, -0.3, -0.4], [-0.1, 0.0, 1.0], [-0.1, 0.2, -0.1], [0.5, -1.6, -0.4], [0.2, -0.2, 0.4], [0.5, 0.2, 0.1], [0.3, -0.3, 0.2], [-0.3, 0.3, -0.1], [-0.1, -0.4, -0.3], [-0.3, -0.4, -0.2], [0.2, -0.3, -0.3], [0.5, -0.5, -0.4], [-0.7, 0.1, -0.2], [-0.6, -0.3, 0.1], [-0.1, 0.5, 0.3], [0.3, 0.1, -0.1], [0.4, 0.0, -0.2], [0.0, 0.3, -0.2], [0.3, -0.5, -0.2], [-0.1, -0.3, -0.4], [0.0, 0.4, -0.3], [-0.2, -0.1, 0.2], [-0.1, -0.2, -0.2], [0.2, 0.0, -0.3], [0.5, -0.1, 0.2], [-0.4, 0.0, 0.7], [0.1, -0.4, -0.2], [0.4, -0.1, 0.0], [-0.1, -0.2, -0.3], [-0.2, 0.3, -0.3], [-0.2, -0.3, -0.3], [0.5, 0.4, 0.4], [0.3, 0.4, 0.0], [0.1, -0.2, 0.2], [-0.4, -0.1, -0.2], [0.0, 0.0, -0.5], [-0.2, 0.7, 0.4], [-0.3, 0.3, -0.5], [0.0, -0.1, -0.1], [0.1, -0.1, 0.1], [0.1, 0.0, -0.2], [0.0, 0.0, -0.1], [0.0, 0.0, 0.0], [0.0, 0.1, 0.0], [0.0, 0.0, 0.0], [0.0, 0.0, 0.0], [0.0, 0.0, 0.0], [0.0, 0.0, 0.1], [0.0, -0.1, -0.1], [0.2, 0.0, 0.0], [-0.2, -0.1, -0.1], [0.0, 0.0, -0.1], [0.0, 0.0, 0.0], [0.0, 0.1, 0.0], [0.0, 0.0, 0.0], [-0.1, 0.0, 0.0], [0.0, 0.0, 0.0], [0.0, 0.0, 0.1]], "mulliken_charge": [-0.626, -0.317, -0.429, 0.061, -0.644, 1.300, -0.330, 0.729, -0.428, -0.184, 0.618, -0.413, -0.197, -2.271, 1.161, 0.271, -1.187, 0.297, -0.420, -0.216, -2.628, 0.220, 2.894, -1.494, -1.055, -0.977, -0.398, -2.306, -1.118, 0.060, -0.918, -0.282, 0.109, -0.439, -2.288, 0.379, 0.292, -0.041, 0.399, 0.333, 0.416, -0.228, 0.451, 0.425, 0.890, 0.215, 0.008, 0.501, 0.732, 0.577, 0.865, 0.738, 0.902, 0.517, 0.054, 0.535, 0.409, 0.151, 0.620, 0.789, 0.104, 0.860, 0.314, -0.205, 0.464, 0.404, 0.400, 0.611, 1.030, -1.027, 0.382, -0.503, -0.758, 0.347, 0.305, 0.404, 0.327, 0.451, 0.057, -0.551, 0.328, -0.534, -0.953, -0.108, 0.304, 0.468, 0.252, 0.399, 0.344], "total_charge": 1, "gap_ev": 7.275}

---

Record 3
{"formula": "C25H46InO10Si", "method": "wB97M-V/def2-TZVPD", "elements": ["C", "C", "In", "C", "C", "O", "C", "C", "O", "Si", "C", "C", "C", "H", "H", "H", "H", "H", "H", "H", "H", "H", "H", "H", "H", "H", "H", "H", "H", "H", "H", "H", "H", "H", "H", "O", "C", "O", "C", "C", "C", "H", "H", "H", "H", "H", "H", "O", "C", "O", "C", "C", "C", "H", "H", "H", "H", "H", "H", "O", "C", "O", "C", "C", "C", "H", "H", "H", "H", "H", "H", "O", "C", "O", "C", "C", "C", "H", "H", "H", "H", "H", "H"], "xyz": [[3.220, -1.280, -2.448], [3.470, 0.211, -1.839], [1.567, 1.365, -2.197], [1.737, 3.608, -1.938], [1.035, 4.336, -3.189], [0.897, 3.785, -4.312], [-0.183, 0.683, -0.874], [-1.505, 1.017, -1.746], [-2.732, 0.517, -1.135], [-4.081, 0.814, -2.222], [-3.553, 1.868, -3.762], [-5.466, 1.873, -1.366], [-4.711, -0.933, -2.742], [3.016, -1.204, -3.576], [4.085, -1.993, -2.217], [2.233, -1.658, -1.990], [3.756, 0.058, -0.757], [4.323, 0.665, -2.460], [1.053, 1.026, -3.897], [1.095, 3.879, -1.019], [2.790, 4.007, -1.789], [0.654, 5.409, -3.098], [-0.171, -0.447, -0.701], [-0.186, 1.212, 0.135], [-1.297, 0.545, -2.774], [-1.539, 2.164, -1.801], [-3.027, 2.787, -3.324], [-4.470, 2.140, -4.379], [-2.752, 1.311, -4.351], [-6.297, 2.009, -2.143], [-5.000, 2.915, -1.242], [-5.826, 1.423, -0.390], [-3.948, -1.725, -2.406], [-5.694, -1.177, -2.202], [-4.792, -1.059, -3.873], [4.695, 1.592, 0.876], [4.083, 0.982, 1.710], [2.920, 0.312, 1.469], [2.408, -0.205, 2.702], [3.599, -0.284, 3.629], [4.450, 0.880, 3.168], [1.637, 0.478, 3.072], [1.959, -1.184, 2.529], [3.328, -0.237, 4.683], [4.138, -1.222, 3.461], [4.175, 1.809, 3.670], [5.513, 0.676, 3.292], [-2.476, -1.113, -5.052], [-1.414, -1.264, -5.599], [-0.338, -0.464, -5.398], [0.718, -0.854, -6.282], [0.417, -2.287, -6.654], [-1.097, -2.318, -6.627], [0.709, -0.188, -7.150], [1.677, -0.756, -5.772], [0.845, -2.583, -7.613], [0.811, -2.960, -5.887], [-1.529, -2.022, -7.586], [-1.475, -3.293, -6.319], [-4.646, -3.764, 3.469], [-4.771, -2.840, 2.707], [-3.761, -2.338, 1.952], [-4.225, -1.178, 1.243], [-5.728, -1.323, 1.188], [-6.034, -2.050, 2.482], [-3.913, -0.286, 1.793], [-3.780, -1.152, 0.248], [-6.249, -0.370, 1.086], [-6.009, -1.953, 0.338], [-6.173, -1.357, 3.315], [-6.896, -2.708, 2.380], [5.680, 1.098, 6.312], [5.070, 0.489, 7.148], [3.908, -0.178, 6.907], [3.393, -0.698, 8.139], [4.584, -0.779, 9.066], [5.436, 0.386, 8.605], [2.623, -0.016, 8.510], [2.944, -1.677, 7.964], [4.312, -0.734, 10.121], [5.123, -1.716, 8.897], [5.161, 1.316, 9.108], [6.499, 0.182, 8.728]], "forces_ev_per_a": [[-0.7, 0.9, 0.2], [0.5, -1.5, -0.8], [0.1, -0.3, 0.0], [-1.4, 1.4, -0.5], [0.8, -2.1, -1.6], [0.4, 2.0, 3.3], [-1.4, -0.2, -0.3], [2.8, 0.2, 1.0], [-1.5, 0.9, -2.0], [0.9, -0.3, 0.2], [0.6, 0.0, 0.6], [0.4, 0.4, -0.6], [0.0, -0.9, 0.3], [0.5, -0.3, 1.5], [-1.2, 0.7, -0.4], [1.5, 0.1, -0.6], [-0.1, 0.5, -1.4], [-1.0, -0.5, 1.2], [0.3, 0.0, 0.5], [1.1, 0.0, -1.1], [-1.2, -0.4, -0.2], [0.2, -0.9, 0.2], [0.1, 1.3, -0.1], [-0.2, -0.6, -1.2], [-0.7, 0.8, 1.4], [-0.1, -1.6, -0.3], [-0.9, -1.0, -0.9], [1.3, -0.3, 0.7], [-1.3, 0.7, 0.5], [0.9, -0.4, 1.3], [-0.7, -1.5, 0.2], [0.2, 0.8, -1.2], [-1.0, 1.2, -0.4], [1.2, 0.3, -1.0], [-0.1, 0.3, 1.5], [-0.5, -0.4, 0.3], [0.3, 0.7, -0.5], [0.4, 0.2, 0.0], [-0.3, -0.2, 0.0], [0.1, -0.2, 0.6], [0.0, -0.5, 0.2], [0.0, 0.0, 0.0], [0.0, 0.2, -0.2], [0.0, 0.0, -0.2], [-0.1, 0.1, 0.0], [0.2, 0.0, 0.0], [0.0, 0.4, -0.1], [0.5, 0.1, 0.0], [-0.4, 0.4, 0.2], [-0.8, -0.5, -0.1], [0.6, 0.2, 0.0], [0.3, -0.5, -0.3], [0.4, -0.4, 0.0], [0.0, 0.0, 0.1], [-0.2, 0.3, 0.1], [0.0, 0.1, 0.1], [0.0, 0.1, -0.1], [-0.1, 0.0, 0.1], [-0.3, 0.2, -0.1], [0.3, 0.3, -0.4], [0.2, -0.4, 0.6], [-0.4, -0.5, 0.4], [0.2, 0.4, -0.6], [-0.4, 0.2, -0.2], [-0.3, 0.1, -0.5], [0.0, -0.1, -0.1], [0.2, 0.0, 0.3], [0.1, 0.0, 0.0], [0.0, 0.1, 0.0], [0.0, -0.1, 0.1], [0.1, 0.0, 0.4], [-0.5, -0.5, 0.1], [0.5, 0.8, -0.5], [0.3, 0.1, 0.1], [-0.4, -0.3, 0.2], [0.1, -0.3, 0.5], [0.0, -0.5, 0.3], [0.0, 0.0, 0.0], [0.0, 0.2, -0.2], [-0.1, 0.0, -0.1], [-0.1, 0.1, 0.0], [0.1, 0.0, -0.1], [0.0, 0.4, -0.1]], "mulliken_charge": [-0.675, -0.287, 0.937, -0.826, 0.028, -0.503, -0.924, 0.027, -0.366, 0.790, -0.739, -0.911, -0.998, 0.010, 0.329, 0.167, -0.194, 0.247, -0.483, 0.167, 0.347, 0.306, 0.237, 0.231, -0.019, 0.089, 0.245, 0.357, -0.003, 0.284, 0.215, 0.128, 0.253, 0.291, 0.361, -0.556, 0.311, -0.270, -0.511, -0.147, -0.231, 0.266, 0.305, 0.076, 0.209, 0.246, 0.332, -0.524, 0.431, -0.179, -0.269, -0.537, -0.574, 0.247, 0.161, 0.343, 0.263, 0.270, 0.309, -0.615, 0.435, -0.316, -0.027, -0.257, -0.457, 0.133, 0.064, 0.190, 0.238, 0.260, 0.313, -0.546, 0.479, -0.290, -0.488, -0.506, -0.441, 0.279, 0.330, 0.319, 0.270, 0.258, 0.287], "total_charge": -1, "gap_ev": 6.034}

---

no.,total energy (Ha)
1,-2900.82340
2,-3898.14753
3,-2212.19713